Arrangement A

Here is a molecular structure, C57H87AsBiN6O4 from the Open Molecules 2025 dataset. Energies are from wB97M-V/def2-TZVPD.

As for the total charge: -1. The value obtained for the frontier orbital gap is 6.85 eV. Its spin multiplicity is 1. The lowest unoccupied orbital energy comes out at 1.99 eV. The calculation puts the HOMO energy at -4.86 eV.

Each line ends with the Mulliken charge.
Element x y z (Å)
1 Bi 0.70 -0.39 -0.39  3.20
2 C -2.50 -8.19 0.69  -2.19
3 C -2.76 -7.11 -0.35  2.04
4 C -2.43 -7.68 -1.73  -1.67
5 C -4.25 -6.75 -0.30  -1.68
6 C -1.93 -5.85 -0.10  -0.92
7 C -2.00 -4.78 -0.98  -0.37
8 C -1.26 -3.62 -0.80  0.46
9 C -1.38 -2.53 -1.82  -1.20
10 N -1.73 -1.18 -1.30  0.28
11 C -2.16 -0.31 -2.42  -1.94
12 C -1.32 0.96 -2.60  0.13
13 N -0.89 1.51 -1.32  1.28
14 C -2.01 1.80 -0.43  -2.74
15 C -1.68 1.50 1.02  -0.24
16 N -1.12 0.16 1.31  0.83
17 C -2.12 -0.93 1.20  -1.04
18 C -2.70 -1.21 -0.19  -1.95
19 C -0.70 0.21 2.75  -2.63
20 C 0.74 0.14 3.25  1.40
21 C 0.76 0.16 4.65  -1.00
22 C 1.92 0.22 5.38  -0.38
23 C 3.11 0.30 4.65  -0.49
24 C 3.15 0.30 3.27  -0.09
25 C 1.94 0.15 2.55  0.35
26 O 2.02 -0.01 1.22  0.32
27 C 4.50 0.40 2.54  2.18
28 C 4.51 1.53 1.50  -1.19
29 C 5.65 0.71 3.50  -2.57
30 C 4.79 -0.95 1.88  -1.18
31 C 1.96 0.26 6.90  1.72
32 C 0.59 -0.02 7.51  -2.17
33 C 2.94 -0.79 7.43  -1.70
34 C 2.42 1.66 7.35  -1.53
35 C -0.05 2.72 -1.44  -1.36
36 C 1.27 2.70 -2.18  0.11
37 C 1.88 3.94 -2.16  -0.90
38 C 3.03 4.23 -2.87  -0.53
39 C 3.46 3.24 -3.75  -0.42
40 C 2.88 1.98 -3.83  0.05
41 C 1.87 1.62 -2.88  0.43
42 O 1.51 0.37 -2.66  -0.75
43 C 3.32 1.14 -5.04  2.51
44 C 4.85 0.95 -5.06  -1.93
45 C 2.92 1.91 -6.31  -1.78
46 C 2.65 -0.23 -5.16  -1.94
47 C 3.71 5.60 -2.75  2.19
48 C 2.81 6.67 -3.38  -1.78
49 C 5.07 5.63 -3.46  -2.12
50 C 3.94 5.93 -1.27  -1.71
51 C -0.38 -3.51 0.29  -0.71
52 O 0.33 -2.42 0.48  -0.07
53 C -0.28 -4.58 1.21  -0.23
54 C -1.07 -5.71 0.98  -0.34
55 C 0.62 -4.48 2.45  2.89
56 C 0.64 -5.79 3.24  -2.69
57 C 0.09 -3.38 3.37  -1.35
58 C 2.07 -4.16 2.06  -1.13
59 H -3.09 -9.08 0.45  0.44
60 H -2.77 -7.87 1.69  0.38
61 H -1.45 -8.49 0.71  0.40
62 H -2.99 -8.61 -1.91  0.46
63 H -1.36 -7.90 -1.81  0.36
64 H -2.68 -6.98 -2.53  0.32
65 H -4.87 -7.63 -0.50  0.45
66 H -4.50 -5.99 -1.05  0.33
67 H -4.52 -6.36 0.68  0.34
68 H -2.67 -4.83 -1.83  0.51
69 H -2.14 -2.84 -2.55  0.74
70 H -0.44 -2.42 -2.39  0.07
71 H -3.22 -0.06 -2.28  0.46
72 H -2.11 -0.87 -3.36  0.58
73 H -1.90 1.70 -3.18  0.51
74 H -0.42 0.72 -3.16  -0.37
75 H -2.89 1.27 -0.77  0.60
76 H -2.27 2.87 -0.48  0.72
77 H -2.59 1.64 1.63  0.45
78 H -0.95 2.22 1.37  0.23
79 H -2.96 -0.71 1.87  0.75
80 H -1.64 -1.83 1.57  0.04
81 H -3.50 -0.52 -0.41  0.60
82 H -3.17 -2.20 -0.13  0.89
83 H -1.25 -0.57 3.27  0.63
84 H -1.08 1.15 3.14  0.76
85 H -0.20 0.16 5.16  0.56
86 H 4.04 0.42 5.19  0.55
87 H 4.52 2.50 2.00  0.35
88 H 3.64 1.52 0.84  -0.54
89 H 5.42 1.45 0.89  0.54
90 H 5.46 1.63 4.07  0.39
91 H 6.56 0.86 2.92  0.50
92 H 5.84 -0.11 4.20  0.40
93 H 3.95 -1.25 1.24  -0.76
94 H 4.92 -1.73 2.64  0.35
95 H 5.70 -0.90 1.27  0.53
96 H 0.18 -0.97 7.16  0.35
97 H -0.13 0.77 7.28  0.34
98 H 0.68 -0.07 8.60  0.48
99 H 2.67 -1.79 7.09  0.32
100 H 2.94 -0.79 8.53  0.48
101 H 3.96 -0.59 7.11  0.29
102 H 1.73 2.42 6.98  0.27
103 H 3.41 1.89 6.95  0.29
104 H 2.46 1.72 8.44  0.46
105 H 0.15 3.05 -0.41  0.10
106 H -0.67 3.49 -1.92  0.61
107 H 1.43 4.71 -1.54  0.48
108 H 4.28 3.46 -4.42  0.24
109 H 5.36 1.85 -5.42  0.39
110 H 5.12 0.13 -5.73  0.49
111 H 5.24 0.72 -4.07  0.31
112 H 3.36 2.91 -6.33  0.32
113 H 1.83 2.03 -6.35  0.37
114 H 3.24 1.37 -7.20  0.47
115 H 2.97 -0.91 -4.38  0.07
116 H 2.93 -0.67 -6.12  0.56
117 H 1.57 -0.16 -5.10  0.24
118 H 2.64 6.46 -4.44  0.31
119 H 3.27 7.66 -3.29  0.48
120 H 1.84 6.71 -2.88  0.33
121 H 4.97 5.50 -4.54  0.35
122 H 5.72 4.84 -3.08  0.38
123 H 5.55 6.59 -3.28  0.47
124 H 3.00 6.00 -0.72  0.36
125 H 4.45 6.89 -1.17  0.47
126 H 4.54 5.16 -0.79  0.33
127 H -1.00 -6.52 1.69  0.75
128 H -0.34 -6.03 3.67  0.45
129 H 1.34 -5.69 4.07  0.47
130 H 0.96 -6.63 2.63  0.45
131 H -0.95 -3.57 3.64  0.37
132 H 0.17 -2.41 2.89  -0.26
133 H 0.68 -3.33 4.29  0.56
134 H 2.42 -4.85 1.29  0.19
135 H 2.71 -4.27 2.93  0.51
136 H 2.17 -3.14 1.69  -0.25
137 C 4.36 -3.70 -0.65  -1.62
138 As 3.22 -2.19 -1.13  2.16
139 C 4.55 -0.95 -1.84  -1.44
140 C 2.47 -2.96 -2.77  -1.19
141 H 5.09 -3.84 -1.45  0.48
142 H 3.76 -4.59 -0.54  0.40
143 H 4.87 -3.50 0.29  0.29
144 H 4.49 -0.91 -2.92  0.36
145 H 5.55 -1.27 -1.54  0.65
146 H 4.37 0.05 -1.45  0.13
147 H 3.25 -3.37 -3.42  0.50
148 H 1.92 -2.19 -3.31  -0.04
149 H 1.79 -3.76 -2.48  0.41
150 O 1.40 2.81 1.41  -0.06
151 N 0.57 3.29 2.23  -0.54
152 C 1.05 3.76 3.39  0.82
153 C 0.09 4.20 4.34  -0.08
154 N -0.70 4.55 5.11  -0.69
155 C 2.44 3.81 3.71  0.18
156 N 3.55 3.86 4.00  -0.67

***

Arrangement B

Here is a molecular structure, C57H87AsBiN6O4 from the Open Molecules 2025 dataset. Energies are from wB97M-V/def2-TZVPD.

As for the total charge: -1. The value obtained for the frontier orbital gap is 6.28 eV. Its spin multiplicity is 1. The lowest unoccupied orbital energy comes out at 2.06 eV. The calculation puts the HOMO energy at -4.23 eV.

Each line ends with the Mulliken charge.
Element x y z (Å)
1 Bi -0.85 0.28 0.43  3.78
2 C -1.42 -5.83 6.31  -1.83
3 C -0.54 -4.60 6.03  2.05
4 C 0.93 -5.05 6.09  -1.89
5 C -0.78 -3.56 7.14  -1.68
6 C -0.88 -3.96 4.69  -0.48
7 C 0.06 -3.26 3.95  -0.60
8 C -0.27 -2.53 2.81  0.61
9 C 0.89 -1.73 2.23  -1.31
10 N 0.97 -1.47 0.76  0.22
11 C 2.28 -0.84 0.51  -0.99
12 C 2.36 -0.20 -0.87  -1.55
13 N 1.20 0.66 -1.16  1.17
14 C 0.67 0.48 -2.51  -0.98
15 C 0.11 -0.93 -2.70  -1.54
16 N -0.82 -1.31 -1.62  0.40
17 C -0.53 -2.60 -0.97  -0.96
18 C 0.74 -2.65 -0.10  -1.58
19 C -2.25 -1.30 -2.03  -0.30
20 C -2.66 -0.10 -2.86  0.08
21 C -3.19 -0.33 -4.12  -0.45
22 C -3.70 0.70 -4.89  -0.21
23 C -3.62 1.98 -4.34  -0.39
24 C -3.05 2.28 -3.11  0.11
25 C -2.60 1.19 -2.31  -0.63
26 O -2.17 1.39 -1.08  -0.01
27 C -3.03 3.76 -2.66  2.96
28 C -4.45 4.15 -2.23  -1.64
29 C -2.08 4.07 -1.49  -2.32
30 C -2.59 4.65 -3.83  -1.95
31 C -4.40 0.48 -6.24  2.00
32 C -4.14 -0.93 -6.78  -2.06
33 C -3.90 1.48 -7.29  -1.70
34 C -5.91 0.66 -6.05  -1.61
35 C 1.49 2.06 -0.77  -1.40
36 C 2.45 2.96 1.37  1.22
37 C 2.08 4.39 1.09  -0.31
38 C 1.85 5.29 2.05  -0.74
39 C 1.86 4.83 3.43  -0.02
40 C 2.08 3.57 3.85  -0.33
41 C 2.33 2.53 2.84  0.23
42 O 2.42 1.35 3.10  -0.90
43 C 1.92 3.26 5.36  2.29
44 C 0.43 3.42 5.72  -1.47
45 C 2.37 1.85 5.77  -1.96
46 C 2.76 4.25 6.18  -1.90
47 C 1.59 6.76 1.68  2.17
48 C 2.85 7.34 1.04  -1.71
49 C 0.43 6.84 0.67  -1.77
50 C 1.22 7.61 2.89  -2.21
51 C -1.62 -2.45 2.37  -0.43
52 O -1.99 -1.64 1.40  -0.51
53 C -2.57 -3.29 3.03  0.05
54 C -2.18 -3.97 4.18  -0.37
55 C -4.04 -3.38 2.59  2.59
56 C -4.64 -4.75 2.99  -2.08
57 C -4.83 -2.28 3.30  -1.56
58 C -4.25 -3.25 1.07  -1.69
59 H -1.07 -6.34 7.21  0.45
60 H -1.39 -6.53 5.47  0.37
61 H -2.46 -5.55 6.48  0.34
62 H 1.11 -5.59 7.02  0.46
63 H 1.61 -4.19 6.08  0.35
64 H 1.18 -5.70 5.25  0.38
65 H -0.59 -3.99 8.13  0.47
66 H -1.82 -3.21 7.12  0.31
67 H -0.13 -2.70 7.00  0.32
68 H 1.10 -3.24 4.27  0.33
69 H 1.80 -2.26 2.51  0.56
70 H 0.95 -0.75 2.71  0.02
71 H 3.08 -1.60 0.60  0.46
72 H 2.45 -0.08 1.27  0.16
73 H 2.43 -0.97 -1.64  0.50
74 H 3.28 0.39 -0.91  0.80
75 H 1.43 0.66 -3.28  0.48
76 H -0.13 1.21 -2.66  0.04
77 H 0.92 -1.66 -2.74  0.78
78 H -0.40 -0.96 -3.66  0.80
79 H -0.46 -3.41 -1.71  0.49
80 H -1.38 -2.81 -0.32  0.11
81 H 1.62 -2.78 -0.74  0.67
82 H 0.66 -3.54 0.51  0.74
83 H -2.84 -1.35 -1.11  -0.62
84 H -2.47 -2.20 -2.61  0.64
85 H -3.20 -1.35 -4.49  0.39
86 H -4.03 2.81 -4.92  0.22
87 H -4.78 3.54 -1.39  0.18
88 H -5.17 4.01 -3.05  0.29
89 H -4.48 5.21 -1.93  0.47
90 H -2.41 3.63 -0.56  -0.24
91 H -2.03 5.15 -1.37  0.80
92 H -1.07 3.70 -1.69  0.25
93 H -3.31 4.67 -4.65  0.41
94 H -1.63 4.31 -4.23  0.37
95 H -2.46 5.68 -3.48  0.50
96 H -3.07 -1.13 -6.88  0.39
97 H -4.60 -1.04 -7.76  0.45
98 H -4.57 -1.70 -6.12  0.33
99 H -2.81 1.46 -7.36  0.35
100 H -4.19 2.50 -7.04  0.33
101 H -4.32 1.24 -8.27  0.46
102 H -6.29 -0.05 -5.31  0.32
103 H -6.44 0.49 -7.00  0.47
104 H -6.14 1.67 -5.70  0.31
105 H 0.64 2.67 -1.10  -1.13
106 H 2.42 2.41 -1.23  0.21
107 H 2.06 4.66 0.04  0.58
108 H 1.64 5.57 4.19  0.31
109 H -0.19 2.82 5.05  0.11
110 H 0.11 4.46 5.64  0.28
111 H 0.25 3.08 6.75  0.51
112 H 1.73 1.08 5.34  0.14
113 H 2.31 1.79 6.86  0.51
114 H 3.39 1.65 5.46  0.42
115 H 2.43 5.29 6.06  0.30
116 H 3.81 4.19 5.88  0.39
117 H 2.69 4.01 7.24  0.49
118 H 3.17 6.75 0.18  0.33
119 H 3.68 7.34 1.76  0.36
120 H 2.68 8.37 0.71  0.46
121 H 0.68 6.36 -0.28  0.38
122 H 0.17 7.88 0.47  0.53
123 H -0.46 6.33 1.07  0.28
124 H 2.03 7.64 3.63  0.41
125 H 0.31 7.24 3.39  0.38
126 H 1.02 8.63 2.57  0.45
127 H -2.93 -4.55 4.71  0.09
128 H -4.82 -4.84 4.06  0.39
129 H -3.99 -5.57 2.68  0.38
130 H -5.61 -4.87 2.49  0.47
131 H -4.74 -2.38 4.39  0.30
132 H -5.90 -2.33 3.04  0.50
133 H -4.46 -1.29 3.02  0.07
134 H -3.70 -4.04 0.54  0.39
135 H -3.91 -2.29 0.70  -0.06
136 H -5.31 -3.37 0.84  0.57
137 C -3.41 3.72 2.92  -1.44
138 As -2.61 2.16 2.07  1.17
139 C -2.09 1.15 3.70  -0.18
140 C -4.30 1.21 1.71  -0.33
141 H -4.06 4.21 2.20  0.38
142 H -2.63 4.42 3.22  0.28
143 H -3.98 3.40 3.79  0.42
144 H -2.56 1.57 4.59  0.65
145 H -1.01 1.19 3.81  -0.36
146 H -2.39 0.11 3.59  -0.19
147 H -4.97 1.26 2.57  0.50
148 H -4.08 0.16 1.49  -0.49
149 H -4.78 1.66 0.84  0.27
150 O 0.31 2.00 1.19  -0.03
151 N 1.61 2.01 0.64  1.17
152 C 3.93 2.83 0.99  0.62
153 C 4.91 2.27 1.84  -0.33
154 N 5.72 1.80 2.54  -0.92
155 C 4.37 3.36 -0.24  -0.38
156 N 4.71 3.76 -1.28  -0.95

***

arrangement A (0.684 eV below the next structure)